Molecular formula: C38H37GeN2OPPt
Method: DFT, ωB97M-V/def2-TZVPD

CARTESIAN COORDINATES (ANGSTROEM)
Pt (-0.2966, 0.3417, 0.0420)
N (-2.7333, -0.8627, -1.1350)
P (-1.1102, -1.2591, -1.2981)
C (-0.5434, -0.9207, -2.9379)
C (0.6490, -1.5217, -3.3642)
C (1.1285, -1.2469, -4.6325)
C (0.4334, -0.3740, -5.4632)
C (-0.7451, 0.2286, -5.0364)
C (-1.2385, -0.0387, -3.7717)
C (-0.8462, -2.9432, -0.8596)
C (-1.0053, -3.8998, -1.8727)
C (-0.9144, -5.2425, -1.5464)
C (-0.6456, -5.6229, -0.2373)
C (-0.4741, -4.6700, 0.7610)
C (-0.5793, -3.3260, 0.4555)
C (-3.1115, 0.4330, -0.7631)
C (-4.3848, 0.9545, -0.9714)
C (-4.6246, 2.2704, -0.6308)
C (-3.5935, 3.0592, -0.1054)
C (-2.3674, 2.4872, 0.0907)
N (-2.1332, 1.1814, -0.2011)
H (-3.4480, -1.5541, -1.3230)
H (1.1774, -2.2152, -2.7206)
H (2.0353, -1.7209, -4.9833)
H (0.8088, -0.1690, -6.4570)
H (-1.2831, 0.8950, -5.6965)
H (-2.1668, 0.4174, -3.4496)
H (-1.1927, -3.6039, -2.8972)
H (-1.0436, -5.9927, -2.3144)
H (-0.5632, -6.6744, 0.0048)
H (-0.2591, -4.9834, 1.7743)
H (-0.4568, -2.5731, 1.2202)
H (-5.1518, 0.3391, -1.4219)
H (-5.6057, 2.6967, -0.7967)
H (-3.7479, 4.0981, 0.1457)
H (-1.5364, 3.0396, 0.5101)
C (2.8983, 0.8648, -1.3275)
C (2.6301, 0.3639, 0.1059)
C (3.7751, -0.4481, 0.6685)
O (1.4712, -0.4657, 0.0041)
H (3.7662, 1.5229, -1.2842)
H (2.0509, 1.4246, -1.7247)
H (3.1237, 0.0265, -1.9845)
H (2.3911, 1.2238, 0.7448)
H (3.9650, -1.3211, 0.0435)
H (3.5588, -0.7739, 1.6844)
H (4.6723, 0.1699, 0.6839)
C (-4.2705, -2.6700, 3.5303)
C (-4.3278, -1.4578, 2.8479)
C (-3.1815, -0.6982, 2.6999)
C (-1.9646, -1.1503, 3.2277)
C (-1.9204, -2.3624, 3.9287)
C (-3.0742, -3.1165, 4.0758)
Ge (-0.4025, -0.0977, 3.0903)
C (-0.5184, 1.7812, 2.8235)
C (0.4920, 2.4557, 2.1146)
C (0.4219, 3.8294, 1.9306)
C (-0.6439, 4.5396, 2.4738)
C (-1.6496, 3.8799, 3.1784)
C (-1.6045, 2.5038, 3.3339)
C (1.3071, -0.8152, 3.4547)
C (1.5908, -2.1859, 3.3447)
C (2.8185, -2.6771, 3.7467)
C (3.7789, -1.8087, 4.2614)
C (3.5149, -0.4486, 4.3687)
C (2.2883, 0.0515, 3.9642)
H (-5.1701, -3.2579, 3.6568)
H (-5.2742, -1.1000, 2.4619)
H (-3.2362, 0.2580, 2.1994)
H (-1.0018, -2.7034, 4.3894)
H (-3.0455, -4.0433, 4.6321)
H (1.3668, 1.9159, 1.7605)
H (1.2089, 4.3514, 1.4027)
H (-0.6824, 5.6157, 2.3640)
H (-2.4611, 4.4464, 3.6162)
H (-2.3866, 2.0009, 3.8914)
H (0.8573, -2.8730, 2.9492)
H (3.0316, -3.7350, 3.6707)
H (4.7350, -2.1972, 4.5866)
H (4.2590, 0.2183, 4.7829)
H (2.0856, 1.1083, 4.0844)

Results
- HOMO level (alpha / beta): -17.20 / -17.18 eV
- Net charge: +3
- 2S+1: 2
- <S²>: 0.758
- LUMO (alpha / beta): -9.8 / -11.3 eV
- Energy: -4191.64162 hartree
- ΔE to the lowest compared entry with this formula, charge and spin: 0.000 eV
- Frontier orbital gap (alpha / beta): 7.42 / 5.87 eV

Atom charges from the Mulliken analysis, given in e for atoms 1 to 2: number 1, Pt, carries 0.44; number 2, N, carries 0.27



Molecular formula: C14H30Cl20O4S
Method: DFT, ωB97M-V/def2-TZVPD

CARTESIAN COORDINATES (ANGSTROEM)
C (2.2032, 2.7818, 0.8628)
C (3.2306, 3.6921, 0.1815)
C (3.7104, 3.1519, -1.1727)
O (5.1291, 3.1940, -1.3540)
C (5.7609, 2.3642, -0.4073)
O (6.9945, 1.9241, -0.9633)
S (7.8842, 0.9407, -0.0030)
O (7.0106, 0.3950, 1.0229)
O (8.0722, -0.2472, -1.0811)
H (1.8969, 3.2846, 1.7810)
H (2.6600, 1.8460, 1.1767)
H (1.3057, 2.6325, 0.2591)
H (2.7466, 4.6619, 0.0296)
H (4.0425, 3.8724, 0.8900)
H (3.3435, 2.1375, -1.3771)
H (3.3060, 3.7960, -1.9560)
H (5.0707, 1.5471, -0.1749)
H (5.9573, 2.9720, 0.4849)
H (7.6513, -1.0486, -0.7297)
C (-1.5690, 3.3627, 1.7024)
Cl (-0.6204, 4.6162, 2.5217)
Cl (-2.2057, 3.9462, 0.1540)
H (-0.9266, 2.5180, 1.5115)
H (-2.3977, 3.0923, 2.3415)
C (-5.7268, 1.0679, 0.5166)
Cl (-4.2392, 1.0371, 1.4734)
Cl (-6.8740, -0.1679, 1.0458)
H (-6.1901, 2.0409, 0.6296)
H (-5.4734, 0.8834, -0.5189)
C (0.1336, 0.0972, 3.5892)
Cl (1.2936, 0.2548, 2.2645)
Cl (-1.4874, 0.5941, 3.0803)
H (0.1016, -0.9390, 3.9050)
H (0.4501, 0.7328, 4.4068)
C (-7.4377, -1.8570, -2.3286)
Cl (-6.1639, -3.0006, -2.7540)
Cl (-6.9144, -0.1785, -2.5349)
H (-8.2938, -2.0310, -2.9707)
H (-7.7047, -2.0029, -1.2885)
C (6.5594, 6.1101, -0.2571)
Cl (5.3839, 7.4173, -0.4310)
Cl (7.1906, 5.9896, 1.3944)
H (6.0828, 5.1726, -0.5182)
H (7.3941, 6.3007, -0.9212)
C (-7.9811, -6.2752, -1.0320)
Cl (-8.7014, -4.6680, -1.1908)
Cl (-7.3093, -6.8519, -2.5631)
H (-7.1814, -6.2220, -0.3028)
H (-8.7497, -6.9661, -0.7071)
C (3.7741, 1.7497, 5.2549)
Cl (3.5212, 0.0106, 5.4375)
Cl (2.4705, 2.5102, 4.3352)
H (3.8293, 2.2021, 6.2381)
H (4.6995, 1.9015, 4.7131)
C (7.1468, -0.9848, 3.9087)
Cl (8.8386, -1.4955, 3.9057)
Cl (6.8541, 0.3321, 5.0521)
H (6.8887, -0.6344, 2.9160)
H (6.5289, -1.8284, 4.1939)
C (-4.4206, -5.8000, -4.7576)
Cl (-4.3436, -7.5113, -4.3294)
Cl (-3.7052, -4.7714, -3.5137)
H (-3.8889, -5.6530, -5.6904)
H (-5.4613, -5.5169, -4.8658)
C (-8.3707, -6.5407, -6.1008)
Cl (-7.8689, -4.8447, -6.0698)
Cl (-6.9915, -7.6509, -6.0958)
H (-8.9690, -6.7367, -5.2185)
H (-8.9505, -6.7093, -7.0005)

Results
- HOMO level: -10.39 eV
- LUMO: 0.4 eV
- Energy: -10454.33846 hartree
- Frontier orbital gap: 10.75 eV

Atom charges from the Mulliken analysis, given in e for atoms 1 to 2: number 1, C, carries -0.70; number 2, C, carries -0.28



Molecular formula: C2H6N4
Method: DFT, ωB97M-V/def2-TZVPD

CARTESIAN COORDINATES (ANGSTROEM)
C (0.5754, 0.3366, -0.0379)
C (-0.7714, 0.3588, -0.1036)
N (0.7997, -1.0454, -0.0303)
N (-0.1510, -1.7506, -0.2218)
N (-1.9794, 0.5918, -0.0341)
N (1.4163, 1.3332, -0.0655)
H (1.7705, -1.4859, 0.2317)
H (-0.1188, -2.7454, -0.1892)
H (-2.6191, 0.3626, -0.7130)
H (-2.5052, 0.8616, 0.7603)
H (1.1706, 2.2425, 0.4059)
H (2.4123, 0.9401, -0.0025)

Results
- HOMO level (alpha / beta): -19.17 / -19.17 eV
- Net charge: +2
- LUMO (alpha / beta): -11.8 / -11.8 eV
- Energy: -297.96361 hartree
- ΔE to the lowest compared entry with this formula, charge and spin: 4.674 eV
- SMILES: [H]/N=[NH+]/C(N)=C=[NH2+]
- Frontier orbital gap (alpha / beta): 7.33 / 7.33 eV

Atom charges from the Mulliken analysis, given in e for atoms 1 to 2: number 1, C, carries 0.16; number 2, C, carries 0.38